Here is an isolated molecule of C3H5N5O from the OMol25 dataset. Energies are from ωB97M-V/def2-TZVPD.

Positions of all 14 atoms, in Å:
H1 2.368 -1.880 0.053
N1 2.600 -0.866 0.010
C1 1.505 -0.203 0.044
C2 1.477 1.320 0.006
N2 0.310 1.764 -0.081
C3 -0.576 0.663 -0.014
N3 -1.844 0.888 -0.029
N4 -2.519 -0.411 0.036
N5 0.160 -0.512 0.113
O1 -0.325 -1.791 -0.127
H2 2.411 1.853 0.072
H3 -2.922 -0.457 0.998
H4 -3.345 -0.340 -0.510
H5 -1.291 -1.558 -0.155

Summary:
Orbital gap: 8.72 eV
SMILES: [H]/N=C1C=N/C(=N/N)N/1O
Lowest unoccupied orbital energy: -0.0141 Eh
HOMO energy: -9.1 eV
Total charge: 0

***

Here is a cluster of 3 separate species, C3H11N3O2 in total from the OMol25 dataset. Energies are from ωB97M-V/def2-TZVPD.

Positions of all 19 atoms, in Å:
C1 -1.797 0.559 2.448
C2 -0.775 -0.350 1.834
N1 -0.357 -1.401 2.609
N2 -0.227 -0.199 0.690
O1 -0.629 0.946 -0.027
H1 -1.523 0.790 3.475
H2 -2.777 0.083 2.432
H3 -1.867 1.486 1.886
H4 0.195 -2.103 2.143
H5 -1.005 -1.745 3.298
H6 -0.047 0.966 -0.812
C3 1.274 0.629 -3.625
N3 1.183 1.175 -2.488
H7 2.200 0.530 -4.199
H8 0.362 0.519 -4.202
H9 2.073 1.397 -2.042
O2 1.632 -1.080 -1.180
H10 1.119 -0.820 -0.389
H11 0.966 -1.382 -1.852

Summary:
Orbital gap: 9.48 eV
SMILES: C/C(N)=N\O.C=N.O
Lowest unoccupied orbital energy: 0.0371 Eh
HOMO energy: -8.5 eV
Total charge: 0

***

Here is a cluster of 2 separate species, C5H9N3O2 in total from the OMol25 dataset. Energies are from ωB97M-V/def2-TZVPD.

Positions of all 19 atoms, in Å:
C1 0.335 0.443 1.965
C2 1.845 -0.019 0.548
C3 -0.366 0.306 0.716
C4 -1.812 0.093 0.553
C5 0.483 -0.393 -1.559
N1 1.628 0.295 1.908
N2 0.577 -0.079 -0.139
N3 -0.388 2.379 0.391
O1 -1.307 3.045 0.819
O2 0.293 2.709 -0.558
H1 -0.222 0.791 2.941
H2 2.426 0.828 -0.010
H3 2.316 -1.025 0.444
H4 -2.236 0.451 1.419
H5 -1.919 -0.946 0.663
H6 -2.226 0.476 -0.414
H7 -0.456 0.208 -1.991
H8 1.442 -0.040 -2.064
H9 0.266 -1.468 -1.728

Summary:
Orbital gap (alpha / beta): 5.73 / 8.10 eV
Lowest unoccupied orbital energy (alpha / beta): -0.0002 / -0.0785 Eh
HOMO energy (alpha / beta): -5.7 / -10.2 eV
Multiplicity: 3
Total charge: 0

***

Please write out number 1 again, unchanged.
Here is an isolated molecule of C3H5N5O from the OMol25 dataset. Energies are from ωB97M-V/def2-TZVPD.

Positions of all 14 atoms, in Å:
H1 2.368 -1.880 0.053
N1 2.600 -0.866 0.010
C1 1.505 -0.203 0.044
C2 1.477 1.320 0.006
N2 0.310 1.764 -0.081
C3 -0.576 0.663 -0.014
N3 -1.844 0.888 -0.029
N4 -2.519 -0.411 0.036
N5 0.160 -0.512 0.113
O1 -0.325 -1.791 -0.127
H2 2.411 1.853 0.072
H3 -2.922 -0.457 0.998
H4 -3.345 -0.340 -0.510
H5 -1.291 -1.558 -0.155

Summary:
Orbital gap: 8.72 eV
SMILES: [H]/N=C1C=N/C(=N/N)N/1O
Lowest unoccupied orbital energy: -0.0141 Eh
HOMO energy: -9.1 eV
Total charge: 0